{
  "formula": "C24H52O4P",
  "method": "the ωB97M-V functional and the def2-TZVPD basis",
  "spin_multiplicity": 1,
  "charge": -1,
  "total_energy_ev": -43206.379,
  "gap_ev": 4.266,
  "species": ["C", "C", "C", "C", "C", "C", "C", "C", "C", "C", "C", "C", "C", "O", "C", "P", "C", "C", "C", "C", "H", "H", "H", "H", "H", "H", "H", "H", "H", "H", "H", "H", "H", "H", "H", "H", "H", "H", "H", "H", "H", "H", "H", "H", "H", "H", "H", "H", "H", "H", "H", "H", "H", "H", "H", "H", "H", "H", "C", "O", "C", "C", "O", "C", "C", "O", "C", "H", "H", "H", "H", "H", "H", "H", "H", "H", "H", "H", "H", "H", "H"],
  "xyz": [[-4.342, 0.291, 1.064], [-2.993, -0.003, 1.752], [-2.594, -1.502, 1.803], [-1.278, -1.810, 1.073], [-1.548, -1.934, -0.442], [-0.542, -3.017, 1.711], [0.869, -3.279, 1.117], [1.691, -2.077, 0.587], [2.113, -2.173, -0.893], [2.398, -0.821, -1.542], [1.109, -0.101, -1.991], [1.388, 0.913, -3.097], [0.137, 1.412, -3.812], [-0.715, 0.343, -4.178], [-0.692, 0.049, -5.552], [-1.618, -4.449, 1.584], [-1.095, -5.628, 2.906], [0.406, -5.977, 3.011], [-1.290, -5.481, 0.048], [-2.567, -5.695, -0.799], [-4.977, 0.915, 1.695], [-4.192, 0.833, 0.130], [-4.886, -0.622, 0.832], [-2.210, 0.520, 1.198], [-2.995, 0.423, 2.756], [-2.497, -1.835, 2.836], [-3.413, -2.077, 1.371], [-0.657, -0.933, 1.288], [-2.569, -2.295, -0.588], [-1.497, -0.968, -0.953], [-0.882, -2.648, -0.922], [0.906, -4.060, 0.341], [1.460, -3.695, 1.939], [1.228, -1.113, 0.795], [2.637, -2.079, 1.137], [3.045, -2.746, -0.918], [1.397, -2.744, -1.486], [2.969, -0.993, -2.463], [3.026, -0.195, -0.903], [0.482, -0.894, -2.388], [0.641, 0.361, -1.122], [2.055, 0.450, -3.830], [1.931, 1.764, -2.677], [-0.421, 2.084, -3.158], [0.439, 1.965, -4.707], [0.333, -0.053, -5.921], [-1.205, -0.898, -5.692], [-1.199, 0.834, -6.122], [-1.449, -5.201, 3.842], [-1.653, -6.553, 2.732], [0.918, -5.862, 2.060], [0.882, -5.369, 3.778], [0.531, -7.020, 3.322], [-0.528, -5.036, -0.593], [-0.888, -6.453, 0.352], [-2.506, -5.104, -1.714], [-2.683, -6.740, -1.088], [-3.440, -5.346, -0.250], [1.498, 7.941, 2.428], [1.158, 6.592, 2.225], [-0.098, 6.406, 1.593], [-0.086, 5.229, 0.646], [0.626, 5.446, -0.561], [2.043, 5.468, -0.521], [2.689, 4.119, -0.303], [2.540, 3.678, 1.031], [2.340, 2.282, 1.145], [0.892, 8.395, 3.220], [2.545, 7.972, 2.726], [1.380, 8.525, 1.508], [-0.386, 7.308, 1.040], [-0.856, 6.216, 2.365], [-1.119, 5.067, 0.331], [0.247, 4.322, 1.153], [2.416, 6.199, 0.200], [2.339, 5.806, -1.517], [3.761, 4.210, -0.529], [2.251, 3.397, -1.002], [1.555, 1.937, 0.463], [2.024, 2.075, 2.165], [3.266, 1.734, 0.937]]
}

---

{
  "formula": "C29H25BrCl4N3ORhS",
  "method": "the ωB97M-V functional and the def2-TZVPD basis",
  "spin_multiplicity": 1,
  "e_above_lowest_kcal_mol": 0.0,
  "charge": 2,
  "total_energy_ev": -170957.960,
  "gap_ev": 5.300,
  "species": ["Rh", "C", "C", "C", "C", "C", "Br", "N", "C", "H", "H", "H", "H", "H", "H", "Cl", "C", "C", "C", "C", "C", "C", "C", "H", "H", "H", "H", "H", "H", "Cl", "C", "C", "C", "C", "C", "C", "N", "C", "C", "N", "C", "O", "C", "C", "C", "Cl", "S", "C", "C", "C", "Cl", "C", "H", "H", "H", "H", "H", "H", "H", "H", "H", "H", "H", "H", "H"],
  "xyz": [[2.820, 1.875, 0.910], [2.024, 0.689, 6.331], [2.918, 0.783, 5.129], [4.287, 0.534, 5.200], [5.099, 0.619, 4.071], [4.473, 0.953, 2.905], [5.366, 1.203, 1.213], [3.165, 1.190, 2.793], [2.397, 1.119, 3.884], [2.602, 0.713, 7.251], [1.460, -0.245, 6.313], [1.308, 1.511, 6.356], [4.734, 0.274, 6.152], [6.164, 0.437, 4.111], [1.344, 1.328, 3.742], [0.466, 1.411, -4.217], [1.261, 2.146, -2.897], [2.559, 1.792, -2.595], [3.201, 2.435, -1.535], [2.516, 3.386, -0.749], [3.123, 3.852, 0.476], [1.174, 3.719, -1.092], [0.567, 3.129, -2.156], [3.084, 1.071, -3.206], [4.261, 2.274, -1.386], [2.573, 4.567, 1.079], [4.201, 3.978, 0.501], [0.652, 4.467, -0.510], [-0.438, 3.400, -2.450], [-7.001, -3.857, -2.439], [-5.578, -2.997, -1.985], [-5.322, -1.750, -2.526], [-4.157, -1.094, -2.170], [-3.238, -1.648, -1.284], [-1.991, -0.849, -0.955], [-2.084, -0.310, 0.465], [-1.079, 0.729, 0.767], [-1.325, 1.889, 1.457], [-0.131, 2.520, 1.609], [0.836, 1.745, 1.009], [0.234, 0.664, 0.517], [-0.765, -1.555, -1.016], [-0.301, -1.899, -2.333], [-1.105, -2.953, -3.022], [-1.916, -2.736, -4.093], [-2.189, -1.238, -4.893], [-2.728, -4.147, -4.611], [-1.972, -5.074, -3.386], [-1.136, -4.325, -2.627], [-3.548, -2.887, -0.727], [-2.512, -3.651, 0.444], [-4.700, -3.569, -1.080], [-6.017, -1.311, -3.228], [-3.940, -0.131, -2.617], [-1.952, -0.001, -1.655], [-1.953, -1.131, 1.166], [-3.062, 0.137, 0.628], [-2.317, 2.166, 1.772], [0.090, 3.463, 2.077], [0.688, -0.161, -0.008], [0.714, -2.259, -2.169], [-0.259, -0.997, -2.949], [-2.176, -6.131, -3.309], [-0.559, -4.723, -1.803], [-4.911, -4.537, -0.648]]
}

---

Please write out number 2 again, unchanged.
{
  "formula": "C29H25BrCl4N3ORhS",
  "method": "the ωB97M-V functional and the def2-TZVPD basis",
  "spin_multiplicity": 1,
  "e_above_lowest_kcal_mol": 0.0,
  "charge": 2,
  "total_energy_ev": -170957.960,
  "gap_ev": 5.300,
  "species": ["Rh", "C", "C", "C", "C", "C", "Br", "N", "C", "H", "H", "H", "H", "H", "H", "Cl", "C", "C", "C", "C", "C", "C", "C", "H", "H", "H", "H", "H", "H", "Cl", "C", "C", "C", "C", "C", "C", "N", "C", "C", "N", "C", "O", "C", "C", "C", "Cl", "S", "C", "C", "C", "Cl", "C", "H", "H", "H", "H", "H", "H", "H", "H", "H", "H", "H", "H", "H"],
  "xyz": [[2.820, 1.875, 0.910], [2.024, 0.689, 6.331], [2.918, 0.783, 5.129], [4.287, 0.534, 5.200], [5.099, 0.619, 4.071], [4.473, 0.953, 2.905], [5.366, 1.203, 1.213], [3.165, 1.190, 2.793], [2.397, 1.119, 3.884], [2.602, 0.713, 7.251], [1.460, -0.245, 6.313], [1.308, 1.511, 6.356], [4.734, 0.274, 6.152], [6.164, 0.437, 4.111], [1.344, 1.328, 3.742], [0.466, 1.411, -4.217], [1.261, 2.146, -2.897], [2.559, 1.792, -2.595], [3.201, 2.435, -1.535], [2.516, 3.386, -0.749], [3.123, 3.852, 0.476], [1.174, 3.719, -1.092], [0.567, 3.129, -2.156], [3.084, 1.071, -3.206], [4.261, 2.274, -1.386], [2.573, 4.567, 1.079], [4.201, 3.978, 0.501], [0.652, 4.467, -0.510], [-0.438, 3.400, -2.450], [-7.001, -3.857, -2.439], [-5.578, -2.997, -1.985], [-5.322, -1.750, -2.526], [-4.157, -1.094, -2.170], [-3.238, -1.648, -1.284], [-1.991, -0.849, -0.955], [-2.084, -0.310, 0.465], [-1.079, 0.729, 0.767], [-1.325, 1.889, 1.457], [-0.131, 2.520, 1.609], [0.836, 1.745, 1.009], [0.234, 0.664, 0.517], [-0.765, -1.555, -1.016], [-0.301, -1.899, -2.333], [-1.105, -2.953, -3.022], [-1.916, -2.736, -4.093], [-2.189, -1.238, -4.893], [-2.728, -4.147, -4.611], [-1.972, -5.074, -3.386], [-1.136, -4.325, -2.627], [-3.548, -2.887, -0.727], [-2.512, -3.651, 0.444], [-4.700, -3.569, -1.080], [-6.017, -1.311, -3.228], [-3.940, -0.131, -2.617], [-1.952, -0.001, -1.655], [-1.953, -1.131, 1.166], [-3.062, 0.137, 0.628], [-2.317, 2.166, 1.772], [0.090, 3.463, 2.077], [0.688, -0.161, -0.008], [0.714, -2.259, -2.169], [-0.259, -0.997, -2.949], [-2.176, -6.131, -3.309], [-0.559, -4.723, -1.803], [-4.911, -4.537, -0.648]]
}

---

Number 2 is which compound? C29H25BrCl4N3ORhS

---

Please write out number 2 again, unchanged.
{
  "formula": "C29H25BrCl4N3ORhS",
  "method": "the ωB97M-V functional and the def2-TZVPD basis",
  "spin_multiplicity": 1,
  "e_above_lowest_kcal_mol": 0.0,
  "charge": 2,
  "total_energy_ev": -170957.960,
  "gap_ev": 5.300,
  "species": ["Rh", "C", "C", "C", "C", "C", "Br", "N", "C", "H", "H", "H", "H", "H", "H", "Cl", "C", "C", "C", "C", "C", "C", "C", "H", "H", "H", "H", "H", "H", "Cl", "C", "C", "C", "C", "C", "C", "N", "C", "C", "N", "C", "O", "C", "C", "C", "Cl", "S", "C", "C", "C", "Cl", "C", "H", "H", "H", "H", "H", "H", "H", "H", "H", "H", "H", "H", "H"],
  "xyz": [[2.820, 1.875, 0.910], [2.024, 0.689, 6.331], [2.918, 0.783, 5.129], [4.287, 0.534, 5.200], [5.099, 0.619, 4.071], [4.473, 0.953, 2.905], [5.366, 1.203, 1.213], [3.165, 1.190, 2.793], [2.397, 1.119, 3.884], [2.602, 0.713, 7.251], [1.460, -0.245, 6.313], [1.308, 1.511, 6.356], [4.734, 0.274, 6.152], [6.164, 0.437, 4.111], [1.344, 1.328, 3.742], [0.466, 1.411, -4.217], [1.261, 2.146, -2.897], [2.559, 1.792, -2.595], [3.201, 2.435, -1.535], [2.516, 3.386, -0.749], [3.123, 3.852, 0.476], [1.174, 3.719, -1.092], [0.567, 3.129, -2.156], [3.084, 1.071, -3.206], [4.261, 2.274, -1.386], [2.573, 4.567, 1.079], [4.201, 3.978, 0.501], [0.652, 4.467, -0.510], [-0.438, 3.400, -2.450], [-7.001, -3.857, -2.439], [-5.578, -2.997, -1.985], [-5.322, -1.750, -2.526], [-4.157, -1.094, -2.170], [-3.238, -1.648, -1.284], [-1.991, -0.849, -0.955], [-2.084, -0.310, 0.465], [-1.079, 0.729, 0.767], [-1.325, 1.889, 1.457], [-0.131, 2.520, 1.609], [0.836, 1.745, 1.009], [0.234, 0.664, 0.517], [-0.765, -1.555, -1.016], [-0.301, -1.899, -2.333], [-1.105, -2.953, -3.022], [-1.916, -2.736, -4.093], [-2.189, -1.238, -4.893], [-2.728, -4.147, -4.611], [-1.972, -5.074, -3.386], [-1.136, -4.325, -2.627], [-3.548, -2.887, -0.727], [-2.512, -3.651, 0.444], [-4.700, -3.569, -1.080], [-6.017, -1.311, -3.228], [-3.940, -0.131, -2.617], [-1.952, -0.001, -1.655], [-1.953, -1.131, 1.166], [-3.062, 0.137, 0.628], [-2.317, 2.166, 1.772], [0.090, 3.463, 2.077], [0.688, -0.161, -0.008], [0.714, -2.259, -2.169], [-0.259, -0.997, -2.949], [-2.176, -6.131, -3.309], [-0.559, -4.723, -1.803], [-4.911, -4.537, -0.648]]
}